Below is 14 unconnected molecules or ions with the total composition C4H34NO15 at a distorted geometry, with properties calculated with wB97M-V/def2-TZVPD.

XYZ file:
```
54
Properties=species:S:1:pos:R:3:forces:R:3:mulliken_charge:R:1
C -0.42678 -1.12031 0.02303 2.75 3.84 1.71 -0.06
N 0.60050 -0.32977 -0.26213 0.83 -0.57 1.98 0.33
C 1.70384 -1.47927 -2.34946 0.31 -0.01 3.30 -1.00
C 1.28535 -0.16132 -1.51078 -2.78 -0.71 -4.06 -0.48
C 0.43892 0.71551 -2.64811 -1.65 1.31 4.98 -0.68
O -0.84859 0.26047 -3.04225 0.17 -3.78 1.30 -0.26
O -1.16540 -1.59981 -0.79661 -2.61 -2.94 -2.61 -0.77
H -0.68393 -1.12288 1.14138 0.38 -0.61 -1.69 0.04
H -1.08303 -0.62799 -2.53363 1.04 2.46 -1.02 0.24
H 2.00990 -2.23830 -1.51043 -1.24 0.59 -2.00 0.16
H 2.58941 -1.41568 -2.92614 1.38 0.91 -0.29 0.49
H 0.99909 -1.70976 -3.15117 -0.65 -0.66 0.92 0.26
H 2.05624 0.51655 -1.27778 1.56 0.43 -0.12 0.57
H 1.06765 0.91074 -3.49491 0.29 0.40 -0.42 0.45
H 0.06633 1.66007 -1.97736 1.84 -1.24 -1.89 0.09
H 4.09096 1.70306 2.51100 -1.15 -0.17 -2.17 0.34
H 2.67954 1.75104 1.84792 1.12 0.05 -0.26 0.25
O 3.63269 1.69067 1.59979 0.04 0.26 2.27 -0.60
H -0.19990 -3.40822 -0.07206 -0.80 0.49 -0.58 0.43
H -0.69999 -4.62271 -1.03130 0.31 1.06 0.68 0.28
O -0.06913 -4.30747 -0.35675 0.44 -1.82 -0.20 -0.71
H 2.09279 -4.09691 1.46597 0.21 0.41 0.43 0.30
H 0.70439 -4.52360 1.60928 0.40 1.10 0.77 0.28
O 1.33459 -3.86954 2.02829 -0.63 -1.62 -1.17 -0.64
H -3.41166 -0.17167 -0.54763 0.96 2.65 0.34 0.32
H -2.86230 -1.57227 -0.62365 0.06 0.40 0.22 0.42
O -3.68436 -1.04165 -0.62029 -1.42 -2.82 -0.46 -0.71
H 2.19420 -2.14155 0.76930 -1.98 -1.61 -0.44 0.28
H 2.70718 -0.81467 0.68025 0.90 -1.45 0.75 0.42
O 2.93539 -1.70380 1.10675 1.73 2.30 -1.81 -0.79
H -0.42308 5.44382 0.99099 -1.13 -0.55 2.35 0.32
H -0.92235 5.38758 -0.49907 0.82 0.12 1.25 0.32
O -0.17734 5.58349 0.11858 0.31 0.41 -3.57 -0.64
H -1.38691 1.74771 -0.03274 -1.98 0.40 -4.72 0.19
H -0.07448 1.36138 0.61572 -1.76 -0.08 -0.10 0.20
O -1.02579 1.67563 0.77328 3.51 -0.23 5.04 -0.43
H -0.21491 -1.30946 3.75749 -0.87 1.17 -1.50 0.32
H -0.88966 -0.51537 2.50359 0.76 0.28 -1.85 0.24
O -0.94158 -0.72668 3.39960 0.10 -1.12 3.81 -0.66
H 0.35918 3.18620 2.67965 0.32 0.86 0.71 0.26
H 0.69206 2.96001 4.12975 -0.23 1.18 -0.52 0.35
O 0.55487 3.71544 3.49750 0.04 -2.15 -0.41 -0.69
H -2.41553 0.29550 -4.47391 0.30 1.98 -0.47 0.40
H -1.45049 1.42969 -4.94333 1.01 -0.13 0.06 0.26
O -2.35560 1.26265 -4.74970 -2.08 -1.44 -0.21 -0.65
H 3.07415 -1.25274 3.17713 -2.03 1.90 -1.61 0.31
H 2.07650 -0.18415 2.25293 0.92 -1.30 0.29 0.26
O 2.33284 -0.56624 3.10418 0.35 0.07 2.99 -0.60
H -3.07330 -1.62591 -2.83541 1.48 -1.04 0.42 0.26
H -4.19079 -0.92746 -2.98420 -0.96 0.22 -0.70 0.39
O -3.67064 -1.50837 -3.56114 -0.48 0.79 0.27 -0.67
H -1.50907 3.64812 3.17575 3.03 2.31 0.60 0.35
H -2.09514 2.53069 2.59982 -1.18 0.62 0.96 0.33
O -2.32686 3.25951 3.25305 -2.07 -2.96 -1.54 -0.67
```
Positions in Å, forces in eV/Å.

Computed properties:
HOMO   -5.84 eV
Net charge   -1
Energy relative to the best compared isomer or geometry (same formula, charge and spin)   182.84 kcal/mol
Molar mass   336.308 g mol⁻¹
Kohn-Sham gap   0.3026 Eh
Lowest unoccupied orbital energy   2.396 eV